The following is a DFT calculation (ωB97M-V/def2-TZVPD) of 2 unconnected molecules or ions with the total composition C6H12N.

Values from the calculation:
2S+1   1
E_LUMO   -8.889 eV
Relative energy (zero: lowest compared OMol25 entry of this formula, charge and spin)   694.3 kJ/mol
Net charge   +1

Element x y z (Å)
H: 1.36605 -0.90330 1.13022
H: -2.80412 -1.12976 0.39948
H: -3.41934 -0.08803 -0.92329
C: 0.68916 -0.33590 0.46466
H: -3.31225 0.82852 1.56571
H: 4.54094 -0.70158 0.48659
H: -0.98470 0.45687 -1.44707
C: -2.63339 -0.23054 -0.18781
H: 0.15152 -2.04258 -0.40640
H: -2.74537 1.90007 0.24399
C: -0.08512 -0.96800 -0.34250
C: 3.90382 0.10978 0.16545
H: 2.80147 0.08037 -0.00458
H: -1.53968 -1.16821 -1.82442
H: -1.61719 1.09288 1.29264
C: -1.37306 -0.45250 -1.01731
C: -2.58837 0.94948 0.75442
H: 5.31497 1.39143 -0.06930
N: 4.33467 1.21101 -0.28045


The following is a DFT calculation (ωB97M-V/def2-TZVPD) of a molecular structure, C23H24CuN2O5.

Values from the calculation:
2S+1   1
E_LUMO   2.670 eV
Relative energy (zero: lowest compared OMol25 entry of this formula, charge and spin)   21.4 kJ/mol
Net charge   -1

Element x y z (Å)
H: 1.48566 0.88736 -5.06784
C: 2.14733 1.24862 -4.27613
H: 3.09169 1.52704 -4.74883
C: -0.54452 -3.38036 3.29811
C: -1.89105 0.40362 0.03492
H: 0.10255 5.74599 -2.16239
C: -2.50708 -0.98016 -0.20506
C: 2.59227 -1.41493 2.89611
H: 2.31733 0.43906 -3.57957
H: -1.61238 -4.82312 6.19670
H: -0.89074 3.10829 -0.25064
C: -2.63644 -4.92684 4.32454
H: 1.96590 6.33119 -5.04562
C: -0.03934 3.78271 -0.38228
C: -1.70335 -1.68940 -1.29509
H: -3.45560 -5.52054 4.71082
H: 2.40176 -2.23779 5.42730
H: -2.49175 -1.57203 0.71116
C: 1.54236 2.46218 -3.61717
C: 0.54081 -3.32703 5.45774
N: 0.45245 -2.62424 2.75587
C: 1.03542 2.48799 -2.30471
H: 0.34323 -1.89541 -1.46329
H: -3.53838 -0.86106 -0.54037
C: 1.44867 -2.25151 3.51313
C: 0.96794 1.30171 -1.41746
O: -0.91579 0.45887 0.84274
H: -1.57471 -3.48656 1.42771
H: 0.55938 -3.59598 6.50827
C: -2.62774 -4.55298 2.96602
H: -0.35475 4.80670 -0.18215
C: 1.50459 3.62766 -4.37304
C: -0.54859 -3.75816 4.65668
C: 0.98930 4.81363 -3.87191
H: 0.53481 6.89474 -4.17940
C: 0.50875 4.82753 -2.57147
H: -0.36747 -3.15811 -0.70172
N: -0.38790 -2.15319 -0.81044
H: -2.27520 -2.52823 -1.70800
H: 0.71121 3.51239 0.36336
Cu: 0.52966 -1.10986 0.88037
H: 0.59371 1.48772 -0.40625
C: -1.61809 -4.53863 5.15057
O: 1.26240 0.15906 -1.72400
C: 1.53328 -2.59255 4.89251
O: 3.59892 -1.30321 3.60203
O: 2.40915 -0.98043 1.72810
C: 0.96047 6.05240 -4.72392
C: 0.52175 3.68988 -1.77339
H: 0.36266 5.89597 -5.62386
H: 1.89886 3.60325 -5.38478
H: -3.43906 -4.86318 2.31950
H: -1.54482 -0.98605 -2.11525
O: -2.34539 1.35372 -0.62070
C: -1.60411 -3.79774 2.46248


The following is a DFT calculation (ωB97M-V/def2-TZVPD) of a gas-phase ion, C8H10NOS (charge +1).

Values from the calculation:
2S+1   3
E_LUMO (spin up / spin down)   -4.154 / -8.375 eV
Relative energy (zero: lowest compared OMol25 entry of this formula, charge and spin)   230.9 kJ/mol
Net charge   +1

Element x y z (Å)
H: -0.24677 -2.34147 1.57039
H: 2.56272 2.70130 -0.84187
C: 0.02072 -2.07897 0.56058
N: -1.56042 0.45281 0.28137
H: -1.31208 1.83225 1.72612
H: 0.12114 2.54978 -0.73876
H: 2.59010 -1.39743 0.53192
C: 2.07177 -0.53548 0.27095
O: -1.98256 1.22385 1.26697
C: 0.64778 1.65051 -0.49216
H: -4.12834 -0.90259 -1.44472
C: 2.01478 1.74150 -0.49449
C: 0.04439 0.49936 0.07166
H: 3.83075 0.51801 -0.14770
H: 0.80480 -2.77082 0.09114
H: -0.87078 -1.97019 -0.19495
S: -3.96124 -0.27285 -0.36864
C: -2.28349 -0.16398 -0.55526
H: -1.76975 -0.68020 -1.37375
C: 2.72073 0.64309 -0.09532
C: 0.68573 -0.69848 0.37653


Ordered electronic energy results: -290.0574 -3017.1999 -838.4792; unit a.u..